Entry from OMol25: a structure of composition C23H47BCrF4O16 at a distorted geometry (ωB97M-V/def2-TZVPD).

```
92
C23H47BCrF4O16 | OMol25 | ωB97M-V/def2-TZVPD
Cr 20.52492 3.64219 1.93027
C 18.78844 1.11862 5.32963
C 18.22868 2.01294 4.17581
C 17.01778 2.75777 4.61691
O 19.07246 2.84207 3.41150
H 19.30016 1.57760 6.17555
H 19.44319 0.34355 4.93132
H 17.99271 0.56455 5.82754
H 17.82830 1.28023 3.47514
H 16.54273 3.33930 3.82683
H 17.20592 3.46343 5.42608
H 16.21809 2.11265 4.98081
B 22.83546 5.31431 -0.12523
F 23.93894 5.21070 0.71098
F 23.03574 4.75756 -1.39051
F 21.69597 4.73873 0.52145
F 22.41188 6.61779 -0.32503
C 22.43261 2.36106 6.53893
C 21.99363 1.75077 5.21894
O 23.16393 1.59695 4.39866
C 23.12537 1.85889 3.10921
O 22.23791 2.46446 2.54340
O 24.24681 1.47453 2.50744
C 24.54660 1.87008 1.17338
H 23.18230 1.72560 7.01038
H 21.61286 2.57468 7.22484
H 23.00903 3.26970 6.36510
H 21.29378 2.45746 4.77293
H 21.60538 0.73229 5.21308
H 23.89909 2.49241 0.55569
H 24.85817 0.99296 0.60619
H 25.43452 2.50098 1.13277
C 15.45307 1.92969 0.99490
C 16.75302 2.70283 0.89403
O 16.90671 3.52964 -0.26458
C 17.99761 4.20278 -0.42915
O 18.97657 4.13340 0.28914
O 17.92034 5.06120 -1.54649
C 19.07528 5.83081 -2.00127
H 15.45180 1.49941 1.99638
H 15.50692 1.20239 0.18481
H 14.65879 2.64207 0.77187
H 17.60706 2.04983 1.07372
H 16.80449 3.44460 1.69104
H 19.76676 6.01347 -1.17872
H 18.81277 6.84515 -2.30178
H 19.61521 5.30977 -2.79190
C 19.68781 6.18886 6.84793
C 20.34732 5.20687 5.94194
O 21.69281 5.59068 5.76893
C 22.35062 5.31692 4.66421
O 21.96506 4.68570 3.70829
O 23.57486 5.84606 4.83244
C 24.41717 5.93456 3.76736
H 20.35293 6.83484 7.42102
H 18.99535 5.72263 7.54882
H 19.17988 6.93545 6.23744
H 19.75247 5.16387 5.02958
H 20.26297 4.19759 6.34485
H 24.17157 5.08116 3.13531
H 25.40897 5.76599 4.18691
H 24.46169 6.86900 3.20794
C 16.08297 6.20767 3.22585
C 17.46363 6.19006 3.76933
O 18.27925 7.24682 3.21501
C 19.41779 6.87524 2.56190
O 19.72918 5.69122 2.39627
O 19.97848 7.97849 2.01282
C 21.39565 8.01452 1.97914
H 15.63825 7.11885 3.62597
H 15.56763 5.44136 3.80489
H 16.03186 6.01758 2.15377
H 17.88889 5.20029 3.60317
H 17.45883 6.38448 4.84183
H 21.80750 8.40291 1.04767
H 21.75364 7.00858 2.19833
H 21.82486 8.68302 2.72546
C 20.98572 2.54732 -2.92293
C 22.03557 1.88627 -2.00618
O 21.49747 0.79967 -1.26552
C 20.87205 0.99257 -0.18270
O 20.72985 2.07893 0.42162
O 20.54484 -0.16585 0.25495
C 20.07990 -0.30019 1.59113
H 21.49312 3.12130 -3.69830
H 20.40304 3.31423 -2.41263
H 20.30833 1.86081 -3.43083
H 22.68305 2.52621 -1.40673
H 22.75530 1.34407 -2.61947
H 19.89777 -1.35042 1.81908
H 19.11380 0.17598 1.75852
H 20.87437 0.00438 2.27242
```

Properties
* energy relative to the best compared isomer or geometry (same formula, charge and spin): 250.9 kJ/mol
* multiplicity: 5
* E: -3577.4466 hartree
* ⟨S²⟩: 6.00
* Kohn-Sham gap (alpha / beta): 8.43 / 8.63 eV